Here is the molecule C11H21N3O3 in a non-equilibrium geometry from the Open Molecules 2025 dataset. Energies are from ωB97M-V/def2-TZVPD.

```
! wB97M-V def2-TZVPD RIJCOSX def2/J DEFGRID3
* xyz 0 1
N -3.5212 1.0678 -0.6436
C -3.3334 2.4956 -0.9623
C -2.2849 2.5142 -2.0981
C -0.7468 2.3109 -1.7530
C -0.2176 0.8500 -2.0787
C 0.7982 0.1765 -1.1230
N 1.6906 -0.9316 -1.7516
C 0.0975 -0.3562 0.0488
O -1.0098 -0.0002 0.4189
N 0.7856 -1.3213 0.8014
C 2.1345 -1.8873 0.4158
C 2.6189 -2.6467 1.5428
C 1.2352 -2.9163 2.2989
C 0.5630 -1.4345 2.1417
C 1.0201 -0.3830 3.0428
O 1.2450 -0.4091 4.2477
O 1.0148 0.7864 2.4379
H -2.5809 0.9303 -0.2139
H -4.3290 0.9125 -0.0282
H -2.9867 3.1874 -0.1949
H -4.4591 2.6810 -1.3181
H -2.4545 3.4577 -2.6853
H -2.6058 1.7624 -2.8468
H -0.1823 3.1150 -2.2746
H -0.6502 2.3621 -0.6653
H 0.3501 1.0477 -2.9971
H -1.0445 0.1743 -2.1304
H 1.4707 0.8797 -0.5821
H 1.9479 -0.7296 -2.7100
H 1.1214 -1.7445 -1.8238
H 2.8263 -1.0451 0.1641
H 1.9829 -2.4114 -0.4234
H 3.3984 -3.4830 1.2042
H 3.3305 -1.8523 1.9693
H 0.5584 -3.3968 1.5751
H 1.5394 -3.3738 3.2875
H -0.5859 -1.6112 2.3588
H 1.2632 1.2228 3.3487
*
```

Output
Gap between HOMO and LUMO   9.39 eV
Molar mass   243.31 g/mol
LUMO   0.606 eV
Highest occupied orbital energy   -8.783 eV
Calculated total energy   -821.6077 Ha
Relative energy (zero: lowest compared OMol25 entry of this formula, charge and spin)   4.9903 eV
Structure (SMILES)   NCCCC[C@H](N)C(=O)N1CCC[C@H]1C(=O)O

Okay, here come the Löwdin numbers, in e, for every atom: number 1, N, carries -0.031; number 2, C, carries -0.310; number 3, C, carries -0.218; number 4, C, carries -0.156; number 5, C, carries -0.135; number 6, C, carries -0.239; number 7, N, carries 0.026; number 8, C, carries -0.397; number 9, O, carries 0.072; number 10, N, carries -0.016; number 11, C, carries -0.223; number 12, C, carries -0.169; number 13, C, carries -0.038; number 14, C, carries -0.244; number 15, C, carries -0.521; number 16, O, carries 0.093; number 17, O, carries 0.123; number 18, H, carries 0.032; number 19, H, carries 0.067; number 20, H, carries 0.093; number 21, H, carries 0.140; number 22, H, carries 0.102; number 23, H, carries 0.101; number 24, H, carries 0.107; number 25, H, carries 0.092; number 26, H, carries 0.106; number 27, H, carries 0.102; number 28, H, carries 0.168; number 29, H, carries 0.082; number 30, H, carries 0.067; number 31, H, carries 0.135; number 32, H, carries 0.057; number 33, H, carries 0.157; number 34, H, carries 0.131; number 35, H, carries 0.118; number 36, H, carries 0.127; number 37, H, carries 0.211; number 38, H, carries 0.189